Record 1
C4H8O2 | ωB97M-V with the def2-TZVPD basis set

Geometry as XYZ:
```
14
Properties=species:S:1:pos:R:3:lowdin_charge:R:1
C 2.15 -0.12 -0.41 -0.042
C 0.65 -0.01 -0.55 -0.593
O 0.09 1.11 -0.24 -0.127
C -0.09 -1.08 -1.00 -0.019
C -1.91 0.28 0.35 0.033
O -2.41 1.44 0.09 0.080
H 2.48 0.23 0.58 0.074
H 2.51 -1.14 -0.56 0.070
H 2.65 0.52 -1.15 0.082
H -1.00 -0.86 -1.55 0.046
H 0.36 -2.05 -1.15 0.040
H -1.19 0.13 1.15 0.110
H -2.57 -0.53 0.05 0.110
H -1.70 2.09 0.27 0.136
```

Properties
energy above the lowest of the compared OMol25 structures with the same formula, charge and spin = 101.8 kcal per mole
HOMO energy (spin up / spin down) = -0.27725 / -0.27724 Ha

=====

Record 2
C33H55ClN7O9PS | ωB97M-V with the def2-TZVPD basis set

Geometry as XYZ:
```
107
Properties=species:S:1:pos:R:3:lowdin_charge:R:1
C -3.58 -2.00 1.15 -0.063
C -2.79 -0.96 1.98 -0.209
N -1.49 -1.52 2.41 -0.078
C -0.90 -0.75 3.51 -0.195
C -0.64 0.72 3.16 -0.097
C -0.09 1.01 1.77 -0.126
C -0.52 2.18 1.18 -0.036
C -0.11 2.63 -0.07 -0.346
P -0.67 4.19 -0.85 0.631
O -2.29 4.27 -0.53 -0.354
Cl 0.26 5.68 0.30 0.145
C 0.80 1.86 -0.75 -0.104
C 1.25 0.65 -0.19 -0.017
C 0.82 0.21 1.05 -0.142
N 1.31 -1.00 1.57 0.170
C 1.23 -2.04 0.84 -0.361
C 2.30 -3.10 1.00 -0.017
C 0.14 -2.37 -0.15 -0.030
C 2.22 0.04 -1.20 -0.306
O 3.12 -0.73 -1.06 0.146
N 1.81 0.65 -2.44 0.024
C 0.54 0.10 -2.99 -0.217
C 0.73 -0.74 -4.26 -0.399
S -0.94 -1.04 -4.97 0.987
C -1.67 -2.20 -3.88 -0.670
N -2.30 -2.02 -2.78 0.047
N -2.72 -3.22 -2.31 0.054
C -2.29 -4.11 -3.14 -0.177
O -1.63 -3.54 -4.14 0.038
C 1.48 2.02 -2.12 -0.356
O 1.68 3.00 -2.78 0.145
C -1.69 -2.86 2.94 -0.463
C -2.65 -3.11 4.11 0.000
O -1.10 -3.81 2.47 0.105
H -4.19 -2.62 1.82 0.071
H -4.26 -1.52 0.43 0.079
H -2.93 -2.66 0.58 0.058
H -3.38 -0.59 2.83 0.104
H -2.55 -0.16 1.28 0.117
H 0.06 -1.20 3.77 0.123
H -1.50 -0.77 4.44 0.118
H -1.62 1.23 3.22 0.101
H -0.01 1.21 3.91 0.133
H -1.22 2.80 1.74 0.106
H -2.56 3.52 0.01 0.026
H 1.88 -4.10 0.85 0.084
H 2.75 -2.98 1.99 0.086
H 3.07 -2.91 0.24 0.071
H -0.44 -1.51 -0.51 0.063
H -0.56 -3.12 0.22 0.070
H 0.63 -2.81 -1.04 0.095
H -0.09 0.95 -3.26 0.125
H -0.03 -0.50 -2.27 0.095
H 1.28 -0.21 -5.04 0.085
H 1.22 -1.69 -4.03 0.089
H -2.43 -5.18 -3.08 0.138
H -2.97 -4.15 4.15 0.089
H -3.55 -2.49 4.07 0.075
H -2.15 -2.90 5.06 0.087
C -6.53 6.93 1.08 -0.110
O -6.54 6.59 2.46 -0.195
C -7.69 5.86 2.87 -0.216
C -7.32 4.43 3.22 -0.214
N -6.96 3.67 2.03 -0.049
C -6.35 2.37 2.31 -0.196
C -5.01 2.36 3.04 -0.220
O -3.93 2.90 2.30 -0.204
C -3.80 4.32 2.38 -0.091
H -5.70 7.62 0.92 0.090
H -6.37 6.05 0.46 0.078
H -7.46 7.43 0.79 0.088
H -8.48 5.90 2.12 0.123
H -8.07 6.35 3.77 0.121
H -8.18 3.95 3.70 0.124
H -6.50 4.47 3.94 0.104
H -6.31 4.22 1.48 0.067
H -6.20 1.88 1.34 0.120
H -7.07 1.76 2.86 0.119
H -4.75 1.31 3.22 0.103
H -5.07 2.82 4.04 0.114
H -4.13 4.71 3.34 0.094
H -4.34 4.80 1.57 0.075
H -2.75 4.56 2.25 0.077
C 7.13 -0.09 -4.16 -0.117
O 7.11 -0.40 -2.79 -0.192
C 5.94 -1.12 -2.38 -0.219
C 6.29 -2.55 -2.01 -0.208
N 6.66 -3.33 -3.19 -0.050
C 7.25 -4.63 -2.88 -0.202
C 8.58 -4.65 -2.13 -0.229
O 9.67 -4.14 -2.87 -0.179
C 9.83 -2.73 -2.82 -0.099
H 7.96 0.60 -4.33 0.088
H 7.28 -0.98 -4.78 0.076
H 6.20 0.41 -4.47 0.088
H 5.15 -1.09 -3.14 0.118
H 5.56 -0.62 -1.49 0.106
H 5.43 -3.02 -1.52 0.117
H 7.11 -2.51 -1.28 0.106
H 7.32 -2.80 -3.74 0.066
H 7.41 -5.14 -3.84 0.117
H 6.52 -5.23 -2.32 0.116
H 8.82 -5.70 -1.94 0.119
H 8.52 -4.18 -1.15 0.110
H 9.50 -2.31 -1.86 0.089
H 9.30 -2.25 -3.64 0.071
H 10.89 -2.51 -2.94 0.087
```

Properties
energy above the lowest of the compared OMol25 structures with the same formula, charge and spin = 0.0 kcal per mole
HOMO energy = -0.31195 Ha
SMILES string = CCN(CCc1cc(P(O)Cl)c2c(c1N=C(C)C)C(=O)N(CCSc1nnco1)C2=O)C(C)=O.COCCNCCOC.COCCNCCOC

=====

Record 3
H6O3 | ωB97M-V with the def2-TZVPD basis set

Geometry as XYZ:
```
9
Properties=species:S:1:pos:R:3:lowdin_charge:R:1
O -0.41 -0.98 -0.16 -0.091
H 0.02 -0.24 -0.77 0.061
H -0.90 -1.62 -0.65 0.030
O 0.70 1.18 -1.63 -0.062
H 0.47 1.66 -0.84 0.050
H 0.06 1.32 -2.40 0.109
O -0.02 -0.62 2.54 -0.047
H 0.05 -0.92 1.55 0.047
H 0.02 0.21 2.36 -0.096
```

Properties
energy above the lowest of the compared OMol25 structures with the same formula, charge and spin = 26.0 kcal per mole
HOMO energy = -0.38603 Ha
SMILES string = O.O.O

=====

Record 4
C2H5N3O | ωB97M-V with the def2-TZVPD basis set

Geometry as XYZ:
```
11
Properties=species:S:1:pos:R:3:lowdin_charge:R:1
C 1.75 0.51 -0.05 -0.097
N 0.34 0.35 -0.31 -0.104
N -0.45 0.46 0.66 -0.008
C -1.69 -0.02 0.16 -0.261
N -1.71 -1.47 0.05 -0.035
O -0.66 -2.03 -0.23 -0.013
H 2.17 1.14 -0.84 0.076
H 2.22 -0.47 -0.10 0.084
H 1.92 0.96 0.93 0.077
H -1.33 0.26 -0.99 0.179
H -2.56 0.32 0.72 0.103
```

Properties
energy above the lowest of the compared OMol25 structures with the same formula, charge and spin = 136.3 kcal per mole
HOMO energy = -0.33286 Ha
SMILES string = C/N=N/CN=O

=====

Record 5
C6H12O | ωB97M-V with the def2-TZVPD basis set

Geometry as XYZ:
```
19
Properties=species:S:1:pos:R:3:lowdin_charge:R:1
C 1.68 -0.27 1.64 -0.001
C 1.55 0.41 0.50 -0.195
C 0.47 0.02 -0.52 -0.172
C -0.87 0.70 -0.34 -0.349
C -2.00 0.40 -0.99 0.024
C -0.82 2.00 0.51 -0.049
H 0.91 -0.99 1.91 0.070
H 2.54 -0.20 2.29 0.053
H 2.19 1.28 0.35 0.096
H 0.41 -1.06 -0.35 0.079
H 0.89 0.13 -1.51 0.117
H -2.65 1.26 -1.12 0.055
H -2.24 -0.51 -1.53 0.054
H -0.64 1.57 1.49 0.076
H -1.76 2.52 0.40 0.073
H 0.03 2.56 0.12 0.077
O 0.02 -3.64 -0.82 -0.080
H 0.90 -3.19 -0.90 0.045
H -0.62 -2.97 -1.13 0.027
```

Properties
energy above the lowest of the compared OMol25 structures with the same formula, charge and spin = 53.6 kcal per mole
HOMO energy = -0.33923 Ha
SMILES string = C=CCC(=C)C.O

=====

Record 6
C4H38O14S2 | ωB97M-V with the def2-TZVPD basis set

Geometry as XYZ:
```
58
Properties=species:S:1:pos:R:3:lowdin_spin:R:1
C -0.74 0.03 -1.58 0.006
C -1.60 1.17 -2.07 0.063
S -3.27 1.27 -1.32 0.328
S -3.17 2.20 0.44 0.463
C -2.49 1.08 1.68 0.053
C -3.58 0.18 2.25 0.038
H 0.18 -0.04 -2.16 0.000
H -1.25 -0.93 -1.62 0.001
H -0.44 0.17 -0.54 0.000
H -1.84 1.10 -3.13 0.004
H -1.09 2.12 -1.92 0.005
H -1.66 0.51 1.30 0.002
H -2.05 1.70 2.46 0.000
H -4.39 0.77 2.69 0.001
H -3.14 -0.39 3.04 0.008
H -4.01 -0.52 1.55 0.001
H 0.49 1.94 2.10 0.000
H 1.05 0.60 1.49 0.000
O 0.94 1.09 2.33 0.000
H -3.31 -1.48 -0.23 0.006
H -2.04 -2.13 0.47 0.000
O -2.86 -2.31 -0.03 0.006
H -0.23 -0.96 4.42 0.000
H -0.12 0.02 3.19 0.000
O -0.64 -0.71 3.59 0.000
H -0.58 -1.67 2.11 0.000
H 0.50 -1.55 1.04 0.000
O -0.40 -1.94 1.18 0.000
H -0.06 -2.93 -0.35 0.000
H -0.56 -3.64 -1.65 0.000
O 0.23 -3.27 -1.19 0.000
H 2.08 -3.73 -0.53 0.000
H 2.98 -2.91 -1.38 0.000
O 2.91 -3.24 -0.45 0.000
H -0.91 3.96 1.61 0.002
H 0.44 3.91 0.92 0.000
O -0.07 3.50 1.67 0.011
H 2.23 -1.21 -2.56 0.000
H 1.31 -2.47 -2.39 0.000
O 2.14 -2.14 -2.79 0.000
H -2.57 -3.49 -1.33 0.000
H -2.60 -3.57 -2.88 0.000
O -2.23 -4.00 -2.10 0.000
H 2.75 -0.06 -0.45 0.000
H 3.87 0.47 -1.39 0.000
O 2.94 0.58 -1.17 0.000
H 1.96 2.94 -3.21 0.000
H 1.88 1.84 -2.11 0.000
O 1.42 2.61 -2.50 0.001
H 1.24 3.90 -1.12 0.000
H 2.22 4.08 0.02 0.000
O 1.39 4.46 -0.31 0.000
H 2.52 -2.00 0.34 0.000
H 2.78 -1.05 1.61 0.000
O 2.25 -1.11 0.80 0.000
H 3.09 2.03 0.02 0.000
H 2.82 2.47 1.47 0.000
O 3.27 2.75 0.68 0.000
```

Properties
2S+1 = 2
HOMO energy (spin up / spin down) = -0.50908 / -0.50902 Ha
charge = +1

=====

Number 1: E_tot -8368.867 eV, molecular weight 88.1 g/mol. Number 2: E_tot -96614.059 eV, molecular weight 792.3 g/mol. Number 3: E_tot -6239.127 eV, molecular weight 54.0 g/mol. Number 4: E_tot -8667.731 eV, molecular weight 87.1 g/mol. Number 5: E_tot -8462.029 eV, molecular weight 100.2 g/mol. Number 6: E_tot -55095.635 eV, molecular weight 374.5 g/mol.